87
Properties=species:S:1:pos:R:3:lowdin_charge:R:1 method="wB97M-V/def2-TZVPD" total_charge=-2 orbital_gap_ev="4.4 / 5.0" spin_multiplicity=5 e_homo_ev="-0.744 / -1.399" s_squared=6.049 energy_ha=-7692.95681
Co -0.69266 1.60247 0.56339 -0.05
S 2.48695 2.81674 4.67415 -0.26
As 1.51541 1.32797 3.49137 -0.08
S 1.07662 1.33607 -0.66296 0.38
S -0.58228 1.84605 2.98083 0.03
S 1.74177 -0.67185 4.27965 0.10
C -3.84802 -0.84322 -0.81845 -0.17
Si -3.84224 0.27063 0.70728 0.41
C -3.50138 -0.70207 2.25922 -0.17
C -5.72082 0.49775 0.87491 -0.22
N -2.77881 1.61314 0.51492 -0.08
C -3.17104 2.92901 0.50641 -0.29
C -4.51114 3.38984 0.63655 -0.06
C -4.85200 4.72534 0.61705 -0.13
C -3.85019 5.68786 0.46701 -0.13
C -2.53878 5.28413 0.34095 -0.05
C -2.14986 3.92011 0.35741 -0.28
N -0.85904 3.46982 0.24071 -0.14
Si 0.55543 4.45930 -0.09265 0.36
C 1.92856 4.14204 1.09930 -0.23
C 1.08889 4.28913 -1.89044 -0.22
C 0.39817 6.35151 -0.01848 -0.21
H -4.38448 -1.77663 -0.58382 0.03
H -2.86234 -1.11028 -1.20794 -0.01
H -4.39328 -0.33222 -1.62566 0.03
H -3.94884 -1.70540 2.20356 0.03
H -3.95715 -0.16651 3.10287 0.04
H -2.44515 -0.80456 2.49827 -0.02
H -6.14075 -0.51320 0.97515 0.03
H -6.18334 0.97108 -0.00191 0.03
H -6.00509 1.06847 1.76838 0.03
H -5.29979 2.66400 0.76944 0.04
H -5.89076 5.01690 0.72908 0.08
H -4.09078 6.74571 0.46224 0.08
H -1.77920 6.04308 0.25245 0.04
H 2.35160 3.14269 0.99760 -0.03
H 1.56618 4.23002 2.13010 -0.01
H 2.73381 4.87745 0.94886 0.03
H 1.25263 3.25458 -2.21375 -0.06
H 2.03033 4.84334 -2.02355 0.03
H 0.32875 4.73648 -2.54666 0.03
H 0.11530 6.73970 0.97113 0.04
H -0.29198 6.76197 -0.76975 0.02
H 1.40590 6.72735 -0.24951 0.03
C 0.36315 -3.90090 -4.12630 -0.05
C 1.26247 -3.26037 -3.05941 -0.51
C 2.71675 -3.57322 -3.43964 -0.04
C 1.04103 -1.74220 -3.11990 -0.04
C 0.94679 -3.84876 -1.64565 -0.41
O 0.84909 -5.29302 -1.74418 -0.03
C 2.00720 -3.59429 -0.55784 -0.11
C 2.56875 -2.20254 -0.22650 -0.14
C 3.42801 -2.30160 1.02033 -0.21
C 4.63727 -2.99710 0.98428 -0.06
C 5.42535 -3.12554 2.11841 -0.14
C 4.99403 -2.55537 3.30663 -0.66
Cl 5.98998 -2.73217 4.73825 0.60
C 3.80068 -1.85897 3.37793 -0.23
C 3.02736 -1.73187 2.22671 -0.12
C -0.46102 -3.45608 -1.13511 -0.03
N -0.46209 -2.35494 -0.18814 -0.10
C -0.62470 -1.06542 -0.44500 -0.26
N -0.56472 -0.38173 0.67856 -0.07
C -0.35639 -1.33017 1.64964 -0.23
N -0.31908 -2.55344 1.16166 0.16
H 0.60200 -3.46289 -5.10167 0.08
H -0.69952 -3.71774 -3.93478 0.08
H 0.50973 -4.97903 -4.18127 0.08
H 2.90681 -3.23604 -4.46421 0.08
H 2.92134 -4.65095 -3.41007 0.08
H 3.43314 -3.06898 -2.78429 0.08
H 1.41469 -1.36157 -4.07621 0.09
H 1.55100 -1.19341 -2.32191 0.05
H -0.02447 -1.49634 -3.07498 0.07
H 1.73563 -5.63734 -1.86659 0.08
H 2.85101 -4.25301 -0.80104 0.11
H 1.57870 -3.98631 0.36766 0.12
H 1.77337 -1.47924 -0.04657 0.06
H 3.17729 -1.80754 -1.04453 0.11
H 4.98121 -3.43887 0.05137 0.10
H 6.36241 -3.66972 2.08684 0.09
H 3.45131 -1.43226 4.31066 -0.07
H 2.09382 -1.17777 2.29122 -0.03
H -0.85660 -4.32861 -0.63164 0.14
H -1.13841 -3.19181 -1.94077 0.12
H -0.70606 -0.62731 -1.42505 0.09
H -0.19343 -1.09933 2.70839 0.03